1.
The following is a quantum chemistry calculation of a molecular structure, C6H2InO4 in a non-equilibrium geometry, from the Open Molecules 2025 dataset.

The geometry in ORCA input format:
```
! wB97M-V def2-TZVPD RIJCOSX def2/J DEFGRID3
* xyz 1 1
O -24.22358 -6.94900 20.59093
C -22.52569 -8.42118 20.37523
C -23.44437 -7.50581 19.83355
O -24.17961 -6.37055 17.84042
C -21.49419 -9.03661 19.56879
O -20.63782 -9.78094 19.99696
C -23.42279 -7.16227 18.37860
In -18.54542 -10.82477 18.47921
O -20.57914 -9.18357 17.42185
H -22.59407 -8.62225 21.43760
C -22.42745 -7.72782 17.55575
H -22.27152 -7.45535 16.51889
C -21.43086 -8.63959 18.09597
*
```

* frontier orbital gap: 5.10 eV
* E_HOMO: -13.51 eV
* relative energy (zero: lowest compared OMol25 entry of this formula, charge and spin): 31.0 kJ/mol
* electronic energy: -19606.6968 eV

Here are the Löwdin charges for atoms 1 to 8, given in e: O 0.21; C 0.24; C -0.32; O 0.21; C -0.32; O -0.04; C -0.31; In 1.10

***

2.
The following is a quantum chemistry calculation of 10 unconnected molecules or ions with the total composition C6H30O10 in a non-equilibrium geometry, from the Open Molecules 2025 dataset.

The geometry in ORCA input format:
```
! wB97M-V def2-TZVPD RIJCOSX def2/J DEFGRID3
* xyz 0 1
O 4.66211 1.61560 -0.52663
C -0.65240 3.69268 -0.11918
H -3.33372 1.42766 0.14503
C -1.54175 0.15228 -0.34499
H -3.78723 -2.88039 1.71119
H 2.07048 1.55036 1.74651
C -1.74567 2.63916 -0.71188
H -2.18088 0.68961 2.06860
H -2.49070 2.38420 2.23333
H -1.14557 4.62588 0.06258
H 1.43943 -0.46211 -2.39796
H 2.16144 -0.40423 0.85298
C -2.22469 1.53679 0.20850
O 0.32101 0.93575 4.42725
C -1.85275 -0.21610 -1.75123
H 0.95343 0.04832 -4.52132
H -2.88814 -0.39218 -1.83794
H -0.09196 3.16646 0.65201
H -1.22730 -4.71998 1.22993
H -0.16651 1.66335 4.46892
H -0.70196 -4.41884 -0.06692
O 2.57348 0.91462 2.31899
H -0.09525 4.06076 -0.90918
O -2.97820 -2.66591 2.09480
H 4.17516 2.38159 -0.95978
H 3.36540 0.88169 1.62227
H -2.31843 -3.06776 1.53023
H 0.93429 -1.58871 0.96019
H -1.37003 2.37453 -1.66890
H 4.54793 1.04183 -1.25867
O 2.09664 -4.22788 0.99529
H -0.47956 0.12544 -0.22435
O -0.99486 -0.20722 -2.61096
H 1.22111 -4.52756 0.84920
H -0.79515 1.73856 2.00990
H 2.52655 -4.07953 0.21007
H -1.64722 -0.63646 0.48516
H 1.18154 1.14243 4.05068
H -0.49799 -0.12157 -4.95895
O -1.49680 -4.25416 0.41931
O 1.71254 0.54872 -2.34432
H -2.59183 3.14189 -0.90880
H 0.86287 0.90775 -2.64002
O 0.28947 0.50207 -5.03847
C -1.86608 1.64221 1.76142
O 1.52336 -1.00349 0.41576
*
```

* frontier orbital gap: 10.04 eV
* E_HOMO: -10.19 eV
* relative energy (zero: lowest compared OMol25 entry of this formula, charge and spin): 412.5 kJ/mol
* electronic energy: -27180.4862 eV

Here are the Löwdin charges for atoms 1 to 8, given in e: O -0.06; C -0.04; H 0.14; C -0.12; H 0.00; H 0.06; C -0.18; H 0.05

***

3.
The following is a quantum chemistry calculation of 10 unconnected molecules or ions with the total composition C6H31NO10 in a non-equilibrium geometry, from the Open Molecules 2025 dataset.

The geometry in ORCA input format:
```
! wB97M-V def2-TZVPD RIJCOSX def2/J DEFGRID3
* xyz 0 1
C 0.67980 3.02007 1.40236
O -2.38588 2.58356 -2.62338
H -3.13946 -2.55234 -1.13053
C 0.01091 1.66710 1.25554
O 0.16442 2.87158 -2.15669
H -0.45843 -2.61620 1.51288
H -0.26125 -3.61013 -1.96191
H -1.06336 1.85412 1.09422
H 2.20054 1.69434 2.84560
H 0.54950 3.23198 2.46759
H -1.84065 3.35535 -2.49331
H -3.89915 0.44924 0.07180
H 0.19188 3.83000 -2.03452
H 1.73423 3.03485 1.11654
H -3.65605 1.31573 -1.06575
H -1.80842 1.82482 -2.53476
O 0.62852 -3.90869 -2.14365
O 0.40953 -1.27940 -4.10014
H 3.56900 -2.07836 -1.51725
C 0.17593 -1.73298 1.72363
H 0.98611 2.51072 -1.80208
C -0.47036 -0.50172 2.29786
N 0.35526 0.75128 2.35566
O 1.56826 -0.39274 -0.93325
H 2.36584 -0.02930 2.29942
H -0.98298 -0.07194 4.30426
H 0.21338 -1.79242 -3.32285
H -0.37368 -1.58738 4.26150
H 1.18628 -3.85060 -1.36350
C 1.73747 0.69893 2.81694
H 3.51774 -2.53350 0.04092
H -1.28688 -0.17350 1.65236
H -0.29599 0.76213 -1.99882
O -3.26948 1.11444 -0.21420
H -0.94897 -0.13311 -2.97493
O -2.23757 -2.27557 -1.05763
H 0.38057 1.07772 0.39942
H 1.55739 -0.53404 0.02624
H -2.00042 -1.36776 -1.30412
H -1.99187 -1.45927 3.59677
C -1.01870 -0.94466 3.64181
H 1.73614 0.37833 3.86465
O -1.04490 0.16398 -2.09108
H 2.06026 -1.13029 -1.27835
O 1.33067 -1.79224 1.32126
H 0.23718 3.71875 0.67853
H 1.20323 -0.76617 -4.06341
O 3.68440 -2.79470 -0.88165
*
```

* frontier orbital gap: 8.40 eV
* E_HOMO: -8.24 eV
* relative energy (zero: lowest compared OMol25 entry of this formula, charge and spin): 296.5 kJ/mol
* electronic energy: -28688.5379 eV

Here are the Löwdin charges for atoms 1 to 8, given in e: C -0.09; O -0.06; H 0.03; C -0.25; O -0.05; H 0.14; H 0.01; H 0.12

***

4.
The following is a quantum chemistry calculation of 12 unconnected molecules or ions with the total composition C6H31NO12 in a non-equilibrium geometry, from the Open Molecules 2025 dataset.

The geometry in ORCA input format:
```
! wB97M-V def2-TZVPD RIJCOSX def2/J DEFGRID3
* xyz 0 1
H 1.87415 0.40841 -3.52571
H -2.58525 2.17191 1.87860
O -4.66198 -1.10095 0.96243
O -3.37719 -0.39895 -1.55731
O -1.85225 0.43521 3.26499
H 0.20383 2.42663 -1.07938
H 1.08116 -3.06977 1.97454
H 1.58050 -3.83295 -2.14326
H -4.83447 -0.67731 0.13586
H -2.08561 0.67118 4.16692
H 0.65098 3.62629 1.94248
C 3.28956 0.20870 0.02608
O 3.61682 -0.72768 -2.04155
H 2.51446 -2.03578 2.65722
O 0.09741 1.46341 1.51561
N 1.49112 -2.56080 -0.52479
H -0.79546 1.80664 1.59516
C 1.92311 -2.44453 1.88904
H 3.44776 1.26762 -2.02270
H 1.47133 1.98515 -3.52196
H 3.80296 -1.13365 1.65075
H -4.02138 -1.89545 1.08995
O -0.46086 -1.07335 -2.63696
H 3.99777 0.81439 0.63360
H 2.21488 0.46395 0.31896
H -3.28997 -0.64272 -2.44680
C 2.04965 -3.39068 -1.29334
O -0.09604 4.10311 2.25738
O 1.93946 1.26675 -3.93117
O -2.58922 2.71936 1.06876
C 3.47365 -1.25628 0.58422
H 4.21326 -1.74735 -0.00692
H -2.09951 -1.60860 1.50007
H -3.21772 2.62879 -1.99708
H -0.78333 3.92176 1.65380
O -4.10370 2.34063 -1.79514
C 3.37427 0.31212 -1.44990
H -0.66868 -2.07580 1.94798
H 0.28526 -1.58356 -2.16850
O 0.66506 1.68058 -1.49525
H 0.89155 1.18652 -0.71383
H 0.03892 -0.15684 -2.71601
H 3.09473 -3.70936 -1.32943
H -4.22708 1.40725 -1.98493
C 2.22420 -2.05227 0.63324
H -2.62124 -0.83342 -1.11761
O -1.60567 -2.11636 2.19498
H -0.03435 0.59698 2.07018
H -3.43764 2.68279 0.61961
H -2.05923 -0.47174 3.26716
*
```

* frontier orbital gap: 9.84 eV
* E_HOMO: -9.82 eV
* relative energy (zero: lowest compared OMol25 entry of this formula, charge and spin): 308.0 kJ/mol
* electronic energy: -32782.2207 eV

Here are the Löwdin charges for atoms 1 to 8, given in e: H -0.01; H 0.03; O -0.09; O -0.04; O -0.02; H 0.07; H 0.04; H 0.07

***

5.
The following is a quantum chemistry calculation of 9 unconnected molecules or ions with the total composition C6H31NO8, from the Open Molecules 2025 dataset.

The geometry in ORCA input format:
```
! wB97M-V def2-TZVPD RIJCOSX def2/J DEFGRID3
* xyz 0 1
H 2.23703 -0.92540 3.07499
O -1.17464 3.44633 0.19856
H 0.00732 -1.32293 3.44194
H 0.67870 -2.13152 -4.09060
H -1.84732 2.88114 -0.25203
H 3.25642 -0.60788 -1.84588
C -0.59741 -0.66217 -0.44763
O -3.26647 2.07379 -0.81968
H 2.66314 -1.97048 -0.87695
H -2.17915 0.45122 1.42356
N -1.90664 -1.10886 0.06340
H 0.96315 -0.14179 -2.62455
H 0.10494 -0.50667 0.37846
C 1.51091 -2.04798 -3.38478
H 2.38639 -1.71095 -3.94530
H -2.82130 -0.65067 -1.71402
H 3.28793 -1.75138 2.30582
H -3.41910 1.36998 -0.17093
H 1.40661 3.19382 1.52700
H 0.21101 -2.56710 -0.95014
H -3.13287 -0.99991 1.74703
O -3.08248 -0.11129 -2.49117
H -1.40743 -0.99963 2.13615
H -3.23392 1.57663 -1.65577
H 2.19154 -0.34716 -0.44988
C 2.39819 -0.99962 -1.29802
H 1.09592 1.35992 3.03393
O -0.15099 -2.24331 3.20261
H -1.64709 4.24169 0.46935
H -1.91565 -2.12229 0.06524
H -0.05784 2.86281 1.64977
H 1.70183 -3.06543 -3.04356
C -2.15253 -0.63895 1.42887
H -0.75312 0.31616 -0.90603
H 0.75644 -2.58908 3.13514
H 0.53343 3.81242 -0.53425
O 2.61994 -1.82369 2.99383
H 1.80965 3.35705 -1.29964
O 1.28309 0.53491 3.54563
H -2.43627 -0.33976 -3.17245
O 0.77205 2.80612 2.14547
H -0.83597 -1.88819 -2.17465
H 1.50199 0.87438 4.42161
C 1.18050 -1.12814 -2.21192
O 1.50443 3.89210 -0.56203
C -0.04437 -1.64822 -1.46649
*
```

* frontier orbital gap: 9.85 eV
* E_HOMO: -9.47 eV
* relative energy (zero: lowest compared OMol25 entry of this formula, charge and spin): 41.4 kJ/mol
* electronic energy: -24596.7527 eV

Here are the Löwdin charges for atoms 1 to 8, given in e: H 0.00; O -0.07; H 0.00; H 0.07; H 0.02; H 0.08; C -0.24; O -0.06

***

6.
The following is a quantum chemistry calculation of 10 unconnected molecules or ions with the total composition C6H32O10 in a non-equilibrium geometry, from the Open Molecules 2025 dataset.

The geometry in ORCA input format:
```
! wB97M-V def2-TZVPD RIJCOSX def2/J DEFGRID3
* xyz 0 1
H -18.96169 3.57285 5.12501
H -13.34842 1.19155 8.26006
H -10.82774 2.96347 6.31030
O -14.26631 -0.08012 7.10765
O -15.26221 6.35976 6.45707
H -15.77668 6.48480 5.67717
H -11.74598 2.94282 7.56349
H -19.22679 4.51813 3.61360
C -18.57736 4.26728 4.40372
H -12.65571 4.23764 6.15972
H -15.11442 3.71446 1.29273
H -15.00280 -0.56013 7.55885
H -10.37516 1.02887 4.74420
H -14.51861 5.85491 6.13711
O -13.19812 2.34244 3.58001
H -17.63577 3.78586 3.99925
H -14.72059 2.97801 6.01670
H -14.12220 1.61991 1.89120
C -13.59819 2.51058 2.21083
H -14.83832 2.07817 4.74324
H -17.38924 5.18144 5.92568
C -10.37313 0.09997 5.39074
H -13.12736 -0.37247 5.32656
H -10.72712 0.45055 6.37919
H -16.79586 -0.55071 4.07440
C -18.14617 5.48942 5.15513
O -17.34109 6.40398 4.36806
O -13.36862 4.45745 5.49755
H -10.91184 -0.95484 3.64860
O -11.17852 3.53577 7.00621
O -16.12718 0.10726 3.92439
H -15.17897 3.44684 2.97668
H -14.67871 0.62663 6.56425
H -19.00830 5.96811 5.52289
O -12.62279 -0.29079 4.45317
H -15.40178 -0.27163 3.47650
O -12.59634 1.77464 8.57469
H -12.71924 2.54177 1.52960
C -11.31579 -0.83461 4.65585
H -12.75634 1.56241 3.73397
H -13.04236 4.02168 4.68123
O -15.07720 2.16208 5.70320
H -12.16569 1.25622 9.26465
H -17.85402 6.67207 3.63266
C -14.52610 3.73128 2.21779
H -14.04482 4.68257 2.42988
H -11.40545 -1.80207 5.19869
H -9.35346 -0.26155 5.46352
*
```

* frontier orbital gap: 10.14 eV
* E_HOMO: -9.89 eV
* relative energy (zero: lowest compared OMol25 entry of this formula, charge and spin): 107.4 kJ/mol
* electronic energy: -27216.1967 eV

Here are the Löwdin charges for atoms 1 to 8, given in e: H 0.07; H 0.04; H 0.03; O -0.09; O -0.05; H -0.03; H 0.01; H 0.06

***

7.
The following is a quantum chemistry calculation of 11 unconnected molecules or ions with the total composition C6H32O11 in a non-equilibrium geometry, from the Open Molecules 2025 dataset.

The geometry in ORCA input format:
```
! wB97M-V def2-TZVPD RIJCOSX def2/J DEFGRID3
* xyz 0 1
H 2.21331 -1.99617 0.56204
C -0.78226 -2.31757 0.76599
O 2.17735 -0.32477 3.17889
O -0.42009 -2.24658 -2.64462
H 0.21151 3.02499 0.83823
H -2.99893 -1.47143 0.20902
H 1.68913 0.18635 -2.32680
H 2.26034 3.65936 -0.25585
H -1.88067 -1.37639 -2.75011
C -0.65490 -3.50380 1.36352
O -3.67372 -1.32913 -0.41186
H 0.01342 -1.17462 2.37299
H -3.09465 -0.88970 -1.99129
H 0.19574 -1.53837 -2.76381
H -0.71908 -4.42556 0.80826
H -0.63024 1.61200 -0.82521
H -4.08244 -2.18312 -0.53625
H -0.43613 -3.74381 2.38675
H 3.57654 0.66383 -1.40003
H 2.68599 -0.05227 -0.32476
H 0.76109 0.69055 1.21757
H -2.37540 2.66393 0.71928
H 2.83837 -0.35877 3.87738
O 2.84581 -1.29508 0.76748
O 2.72684 0.66703 -1.02196
H -1.90833 0.50847 -0.37156
O 1.86287 2.89013 0.20575
H -1.53780 2.12359 -2.80963
H 0.76810 2.48688 2.78880
H -0.25240 -2.77731 -3.36898
H -1.76854 0.68916 -3.24173
C -1.04601 1.05010 0.05073
O -1.13599 1.42861 -3.27636
H 2.07848 2.08722 -0.28675
C -0.63361 -1.01806 1.50021
H 0.53171 -0.38587 -0.24988
H 2.64906 -0.89916 1.63495
H -1.04432 -2.25216 -0.28756
H -1.84969 1.52679 2.08059
H 0.39851 0.54775 -3.19411
O 1.72015 2.29017 2.83558
C -1.54554 2.04140 1.08965
H 1.98059 0.63095 3.06727
O 1.09609 -0.08325 -3.05655
O -2.64014 -0.74936 -2.82722
O -0.55163 2.97699 1.47956
C -0.01546 0.06855 0.59682
H 2.02907 2.56885 1.95328
H -1.63211 -0.69136 1.87228
*
```

* frontier orbital gap: 10.19 eV
* E_HOMO: -9.89 eV
* relative energy (zero: lowest compared OMol25 entry of this formula, charge and spin): 0.0 kJ/mol
* electronic energy: -29264.8029 eV

Here are the Löwdin charges for atoms 1 to 8, given in e: H 0.07; C -0.20; O -0.07; O -0.01; H 0.06; H -0.01; H 0.01; H 0.11

***

8.
The following is a quantum chemistry calculation of 11 unconnected molecules or ions with the total composition C6H32O11 in a non-equilibrium geometry, from the Open Molecules 2025 dataset.

The geometry in ORCA input format:
```
! wB97M-V def2-TZVPD RIJCOSX def2/J DEFGRID3
* xyz 0 1
H 2.01992 0.25012 2.59598
H 1.02002 -0.38857 -0.79852
H -1.42346 -1.50587 -2.77310
O 2.88334 0.51455 2.94437
H -0.68260 0.64369 0.65319
H -1.00588 -1.95121 0.25029
H 1.40708 3.18688 0.69494
H 2.13851 2.75800 -1.77421
H 2.39580 2.23976 2.45503
O 3.69506 0.79833 0.21242
H -2.31177 2.05608 0.39125
H -0.16222 -0.40545 2.06095
H 4.62473 0.74232 -0.06979
H 0.76851 0.98669 1.44508
H 1.12931 -2.84214 -1.65152
O -3.68979 -1.33649 -1.34627
O -2.42807 0.83719 -2.46867
H -3.30702 -2.14401 -1.70972
O -1.78849 2.67395 -0.14389
C -0.35384 -1.53979 -2.51055
C 0.08235 -2.56335 -1.52646
O -3.76892 0.78436 0.50420
H 1.84472 -0.98186 0.58472
H 3.27101 1.12078 -0.62341
H -2.33256 3.36163 -0.54438
O 2.53798 3.02457 1.88842
H 0.95569 -2.78516 1.76016
O 0.98735 3.01632 -0.19506
C 0.84256 -0.77931 0.20228
H 3.19632 2.67302 1.26930
H -2.16248 -1.46545 3.02846
H -0.44455 -3.51618 -1.60550
H -3.47251 -0.66486 -2.02762
O 2.76791 2.07753 -2.09513
H -2.38033 1.11313 -1.54864
H -3.75232 0.42899 1.40920
C 0.03874 -2.07888 -0.02081
O -2.67971 -1.03726 2.32981
H -0.17755 -3.96356 1.04767
H -1.79289 1.32687 -3.01231
C 0.13351 0.14187 1.16854
C 0.62178 -3.23198 0.82806
H 3.44414 0.23103 2.20660
H 2.11317 1.47552 -2.48149
H 1.26083 -3.90987 0.26646
H -2.81146 -1.77042 1.70905
H -3.60939 -0.01377 -0.03297
H 0.02796 3.03838 -0.03282
O 0.32950 -0.62608 -2.91357
*
```

* frontier orbital gap: 10.22 eV
* E_HOMO: -10.14 eV
* relative energy (zero: lowest compared OMol25 entry of this formula, charge and spin): 40.1 kJ/mol
* electronic energy: -29264.3872 eV

Here are the Löwdin charges for atoms 1 to 8, given in e: H 0.01; H 0.09; H 0.10; O -0.06; H 0.06; H 0.10; H 0.01; H 0.03